The following is a quantum chemistry calculation of C21H16N2O2 in the gas phase at a distorted geometry, from OMol25.

```
41
Properties=species:S:1:pos:R:3:forces:R:3
N 0.644949 -3.265162 4.803239 -1.253 1.025 -1.181
C 1.217034 -2.238592 4.027749 -2.585 -3.699 2.230
O 2.350971 -2.112792 4.277715 5.507 2.280 -0.437
C 0.433857 -1.509250 3.074572 -2.089 2.984 -2.023
C -0.998044 -1.401806 3.166161 1.042 -0.301 -0.363
C -1.696486 -0.565482 2.287274 -1.664 -1.850 1.538
C -1.139485 0.140565 1.303018 2.276 1.410 -1.488
C 0.229155 0.109933 1.180047 0.606 0.069 -0.401
C 1.033627 -0.626340 2.071906 -2.947 -1.519 1.116
N 2.342177 -0.479666 1.761510 1.642 0.857 0.585
C 2.465269 0.422455 0.715826 3.424 1.432 -1.996
O 3.572237 0.842149 0.331324 -2.482 -0.958 0.863
C 1.084102 0.836869 0.094213 -1.125 -0.356 2.150
C 0.703585 0.277432 -1.303545 1.175 -0.426 0.349
C -0.554767 0.710459 -1.793172 0.954 -0.511 0.669
C -1.008186 0.191961 -2.996026 0.174 -0.344 0.134
C -0.155741 -0.763687 -3.632229 0.331 -2.441 -1.028
C 1.119993 -1.316737 -3.179803 -3.737 6.200 4.097
C 1.572927 -0.664405 -1.953486 -1.865 0.383 -1.788
C 0.885126 2.390265 0.180706 0.186 1.307 -0.027
C 1.890091 3.145261 -0.468674 -2.318 0.905 1.095
C 1.876953 4.545146 -0.443577 -0.704 -0.188 0.363
C 0.879671 5.278083 0.207998 -0.233 -1.899 0.298
C -0.111934 4.549476 0.894672 2.372 -1.818 -1.948
C -0.156838 3.152710 0.859048 2.068 -1.202 -0.649
H -0.310751 -3.487942 4.622897 -0.204 -0.693 0.322
H 1.263713 -3.852983 5.355106 -0.402 0.435 -0.398
H -1.568014 -2.010007 3.897589 0.505 0.591 -0.530
H -2.761885 -0.555651 2.230585 -0.743 -0.194 0.827
H -1.651292 0.820013 0.632658 -0.543 -0.503 0.211
H 3.049149 -0.474694 2.529100 -0.607 -0.371 -1.162
H -1.144942 1.398989 -1.142192 0.552 -0.496 -1.089
H -2.044339 0.551167 -3.307059 1.704 -0.971 -0.227
H -0.507133 -1.342417 -4.522825 -0.083 1.101 0.538
H 1.749006 -1.898297 -3.717319 1.404 -1.969 -1.701
H 2.608325 -0.764384 -1.660217 -0.091 -0.232 0.529
H 2.619655 2.666118 -1.035561 1.254 -0.834 -0.598
H 2.694547 5.046458 -0.908280 0.355 0.417 -0.422
H 0.857334 6.342569 0.218423 0.204 0.600 0.058
H -0.733106 4.961911 1.579081 -2.133 1.745 1.538
H -0.904253 2.646563 1.457807 0.073 0.034 -0.054
```
Forces are in eV/Å.

## Properties
- Molar mass: 328.37 g/mol
- SMILES: NC(=O)c1cccc2c1NC(=O)C2(c1ccccc1)c1ccccc1
- ΔE to the lowest compared entry with this formula, charge and spin: 225.5 kJ/mol
- 2S+1: 1
- HOMO-LUMO gap: 8.8 eV
- HOMO level: -8.63 eV
- Energy: -29110.786 eV
- Charge: 0


The following is a quantum chemistry calculation of C21H16N4O2 as an isolated structure at a distorted geometry, from OMol25.

```
43
Properties=species:S:1:pos:R:3:forces:R:3
C 1.671790 -2.973406 2.836202 4.509 -0.003 -1.878
H 0.725261 -3.326460 2.905974 -2.882 -1.302 -0.314
O 1.646088 -1.758424 1.863702 -0.399 -2.654 4.661
C 0.922489 -0.717625 2.431806 1.286 -1.950 2.374
C 0.328407 -0.586528 3.728855 0.789 -6.996 -1.173
C -0.570441 0.340122 4.076523 1.133 1.429 -1.610
C -0.702621 1.391278 3.316198 4.928 1.058 -7.176
C 0.246940 1.450429 1.908285 -2.606 -4.019 6.861
C 0.994816 0.310565 1.572719 -3.234 6.037 -0.037
C 1.603410 0.363629 0.283626 2.685 -7.188 -2.789
N 0.700311 -0.187439 -0.929449 4.222 3.073 4.269
C -0.029379 0.782420 -1.405760 -1.929 7.017 -0.010
N -0.096985 2.334341 -1.120878 -2.451 -7.618 -4.134
C -1.209432 2.724699 -2.029790 5.635 4.793 3.607
C -1.166824 4.223465 -1.918771 -5.300 -4.760 -2.427
C -2.344219 4.725538 -2.532288 5.782 8.206 3.477
C -3.228107 4.168912 -3.283725 -3.854 -7.026 -4.318
C -3.136287 2.682788 -3.399031 0.589 7.140 0.436
C -2.071428 2.062689 -2.913821 1.392 -5.374 3.665
N -2.129369 0.581860 -2.852197 5.245 1.819 1.907
C -0.986518 0.110029 -2.149754 -7.457 -1.977 -4.379
N -0.858071 -1.411286 -2.025981 0.154 5.288 -0.486
C 0.215729 -1.350472 -1.321635 -0.596 -5.789 0.852
C 0.793777 -2.644814 -0.886673 9.326 11.794 -3.703
C 2.469293 -2.837676 -0.972995 -15.261 -7.393 1.320
C 2.257847 -4.171547 -0.616409 3.643 -0.228 1.067
C 0.980578 -4.529524 -0.425516 -0.816 -9.526 -0.474
O 0.178192 -3.662343 -0.961010 -5.076 -3.325 1.774
H 0.477007 -5.688235 -0.346671 1.816 3.630 -0.196
H 3.076418 -4.810414 -0.372613 0.278 -0.717 0.087
H 3.134738 -2.213731 -0.963453 7.139 6.580 0.064
H -3.631124 2.163176 -4.072465 -3.121 -2.188 -2.858
H -3.956675 4.591509 -4.014118 0.586 0.254 1.338
H -2.320531 5.945832 -2.473974 -0.552 -2.816 -0.174
H -0.573506 4.730378 -1.223818 0.917 0.588 0.587
H 1.957895 1.205625 -0.142124 0.520 3.327 -0.628
H 2.559570 -0.345173 0.234174 -1.998 1.339 0.302
H -0.139902 2.165229 1.317642 -0.173 2.653 -2.362
H -1.185292 2.272053 3.366120 -2.189 2.466 0.777
H -1.134990 0.159918 4.862790 -2.524 -0.506 3.839
H 0.040504 -1.562780 4.360062 1.760 1.769 -1.553
H 2.048119 -2.978141 3.884609 -0.088 1.760 -0.583
H 2.442523 -3.730466 2.405631 -1.824 1.334 -0.003
```
Forces are in eV/Å.

## Properties
- Molar mass: 356.38 g/mol
- ΔE to the lowest compared entry with this formula, charge and spin: 1621.5 kJ/mol
- 2S+1: 1
- HOMO-LUMO gap: 6.7 eV
- HOMO level: -7.86 eV
- Energy: -32076.528 eV
- Charge: 0


The following is a quantum chemistry calculation of C21H16N4O3PdS5 as an isolated structure, from OMol25.

```
50
Properties=species:S:1:pos:R:3:forces:R:3
Pd -0.946918 0.632949 0.033181 0.081 -0.003 0.060
N 3.147547 2.218795 -0.310521 -0.014 0.017 -0.004
C 4.177463 1.335286 0.000344 0.018 -0.015 -0.002
C 5.494588 1.668880 -0.292308 -0.017 0.003 0.005
C 6.500125 0.781406 0.028743 0.006 -0.016 0.005
C 6.212877 -0.447292 0.641220 0.008 0.009 -0.005
C 4.914688 -0.790156 0.931385 -0.008 0.008 -0.009
C 3.883441 0.103089 0.609975 0.011 0.017 -0.006
S 2.266451 -0.350056 0.943913 -0.002 -0.007 0.057
N 1.362061 0.917307 0.447286 0.019 0.018 -0.016
C 1.840973 2.013062 -0.075891 0.008 -0.010 -0.015
C 0.878687 3.095268 -0.430617 0.012 -0.001 -0.002
C 1.279795 4.409429 -0.586294 -0.011 -0.007 -0.001
C 0.326692 5.365131 -0.922186 0.004 -0.005 -0.003
C -0.983897 4.968122 -1.087838 -0.004 -0.001 -0.003
C -1.308246 3.631240 -0.889029 0.012 0.006 0.004
N -0.402744 2.716473 -0.561263 0.000 -0.022 0.003
H 3.410719 3.063247 -0.799477 -0.003 0.000 0.001
H 5.724582 2.615812 -0.764771 0.000 0.001 0.001
H 7.525993 1.038702 -0.196579 0.001 -0.003 0.001
H 7.016593 -1.128642 0.882277 0.002 0.002 0.000
H 4.680159 -1.739875 1.395355 -0.003 0.000 0.002
H 2.302332 4.719329 -0.417328 0.002 0.003 0.001
H 0.613580 6.400531 -1.043984 -0.001 0.000 0.000
H -1.756889 5.674136 -1.355384 -0.001 0.000 -0.001
H -2.325495 3.277707 -0.994447 -0.004 0.001 0.007
C -5.970346 0.853594 0.837185 0.001 0.004 0.000
O -4.764899 1.006376 1.634079 0.000 0.044 0.002
C -3.613946 0.917785 1.059034 -0.025 -0.131 0.004
S -3.337599 0.631883 -0.570345 -0.019 0.035 -0.015
S -2.225683 1.029454 2.086879 0.024 0.015 -0.040
H -5.973334 -0.133737 0.380049 -0.002 -0.002 -0.001
H -6.001969 1.630651 0.076496 -0.001 0.000 0.001
H -6.786122 0.962610 1.541321 -0.002 0.002 -0.002
O 1.111133 -2.537247 -0.744534 0.057 -0.043 -0.027
S -0.290904 -2.288525 -0.906064 -0.106 0.062 -0.017
O -0.716239 -1.482269 -2.017220 0.033 -0.063 0.013
N -0.862705 -1.508517 0.465366 -0.172 0.146 -0.015
C -1.754862 -2.227520 1.107031 0.123 0.059 0.077
S -2.588763 -1.697786 2.480670 -0.029 -0.076 -0.019
C -1.983491 -3.569790 0.516967 0.002 -0.010 0.024
C -2.805785 -4.587046 0.970386 0.001 0.021 -0.004
C -2.861740 -5.760609 0.228703 0.010 -0.006 -0.014
C -2.115040 -5.911644 -0.935258 -0.004 -0.007 -0.005
C -1.284163 -4.893415 -1.394781 -0.003 -0.004 0.008
C -1.244889 -3.738006 -0.647212 -0.007 -0.041 -0.049
H -3.387866 -4.473110 1.875534 0.004 0.002 -0.001
H -3.495819 -6.570610 0.561576 0.000 -0.002 0.000
H -2.179692 -6.835268 -1.493872 -0.002 -0.001 0.001
H -0.700431 -5.007132 -2.297750 0.000 -0.002 -0.002
```
Forces are in eV/Å.

## Properties
- Molar mass: 639.14 g/mol
- ΔE to the lowest compared entry with this formula, charge and spin: 0.5 kJ/mol
- 2S+1: 5
- HOMO-LUMO gap (alpha / beta): 7.0 / 5.9 eV
- HOMO level (alpha / beta): -13.72 / -14.46 eV
- Energy: -91779.472 eV
- Charge: +2


The following is a quantum chemistry calculation of C21H16O11 in the gas phase at a distorted geometry, from OMol25.

```
48
Properties=species:S:1:pos:R:3:forces:R:3
O -1.362373 -2.427198 0.557706 -1.260 1.865 0.814
C -1.683880 -1.255244 0.717336 2.191 -0.984 -1.137
C -0.679826 -0.134060 0.409052 -1.113 0.295 -1.060
C 0.799067 -0.451922 0.636979 0.213 -0.307 1.057
C 1.691170 0.807437 0.648627 1.702 -0.554 -1.302
C 1.727901 1.582238 -0.644931 -1.961 0.443 -0.414
O 0.794504 2.321594 -0.894284 1.274 -0.296 -0.402
O 2.763573 1.314956 -1.474452 -0.057 0.231 0.914
C 2.808713 1.946447 -2.699463 0.267 0.063 -1.589
C 2.467432 1.131608 -3.802197 -0.287 -0.156 0.724
C 2.426397 1.632140 -5.096088 0.677 1.180 0.519
C 2.825273 2.970056 -5.314369 -0.041 -0.546 0.650
C 3.240050 3.747673 -4.238833 -0.217 -0.473 0.024
C 3.265735 3.261887 -2.917435 -0.569 0.453 0.136
C 3.684419 4.172363 -1.775411 0.184 -0.831 -0.172
O 4.048499 3.714033 -0.712149 -0.410 0.987 -0.619
O 3.663271 5.521451 -2.063881 -0.100 -1.580 0.338
O 1.030418 -1.017172 1.954286 0.370 -1.314 -1.508
C 1.381471 -2.412610 1.727750 -1.046 0.605 0.879
O 1.634706 -2.652639 0.345031 -0.321 0.994 0.104
C 1.293672 -1.549616 -0.337993 -0.321 0.930 -3.565
O 1.338200 -1.408078 -1.581207 -0.004 -0.761 4.205
O -2.922776 -0.785850 1.056239 1.544 0.158 -0.226
C -3.670472 -1.714516 1.715325 -1.117 -1.099 1.336
C -4.590037 -2.446633 0.978072 0.660 0.316 0.215
C -5.325260 -3.439907 1.590324 -0.704 0.104 -0.651
C -5.259983 -3.642789 2.959329 0.823 -0.261 0.767
C -4.364990 -2.893763 3.746790 0.127 0.592 -1.587
C -3.529854 -1.895942 3.108326 -1.189 -1.245 -0.846
C -2.637902 -1.110846 3.975409 -0.928 -0.543 1.449
O -2.859295 -1.166571 5.169864 0.827 0.575 -0.251
O -1.644351 -0.373761 3.459572 -0.669 -0.523 -0.579
H -0.816314 0.087685 -0.692321 0.159 -0.078 1.057
H -0.990365 0.756718 0.951413 0.195 0.068 0.001
H 2.730000 0.500886 0.857760 -0.477 -0.072 0.231
H 1.373013 1.526108 1.377751 -0.356 0.033 0.577
H 2.197973 0.086316 -3.572932 0.059 0.672 -0.163
H 2.118629 1.014891 -5.917811 -0.073 -0.229 -0.186
H 2.836291 3.424437 -6.296271 -0.108 -0.197 -0.057
H 3.526813 4.765008 -4.441083 0.139 0.193 0.179
H 3.905892 5.932983 -1.223762 0.118 0.222 0.044
H 2.238804 -2.691344 2.291074 1.089 0.200 0.278
H 0.563327 -3.001233 2.134352 -0.314 -0.292 -0.695
H -4.629473 -2.208863 -0.075355 -0.205 -0.267 -0.097
H -6.002965 -4.024374 0.958745 0.226 0.102 0.406
H -5.830043 -4.477543 3.393220 0.234 0.639 -0.048
H -4.307133 -3.073111 4.816302 0.170 0.229 -0.249
H -1.267920 0.036666 4.235593 0.598 0.457 0.500
```
Forces are in eV/Å.

## Properties
- Molar mass: 444.35 g/mol
- SMILES: O=C(CC1(CC(=O)Oc2ccccc2C(=O)O)OCOC1=O)Oc1ccccc1C(=O)O
- 2S+1: 1
- HOMO-LUMO gap: 9.6 eV
- HOMO level: -9.52 eV
- Energy: -44559.623 eV
- Charge: 0


The following is a quantum chemistry calculation of C21H16O6S4Sn as an isolated structure at a distorted geometry, from OMol25.

```
48
Properties=species:S:1:pos:R:3:forces:R:3
Sn -0.029873 0.895006 0.956564 -0.526 0.300 -0.787
O 3.582855 1.210455 3.422155 -0.129 0.164 -0.161
C 2.640336 1.531127 2.559031 -0.093 -0.126 -0.225
O 2.419484 0.912241 1.530216 -0.125 0.004 0.342
C 1.796860 2.733742 2.938623 -0.048 -0.097 0.203
O 0.418862 2.396673 2.849047 0.006 -0.052 0.033
C -0.135675 1.618180 3.933946 0.050 0.136 0.033
C 0.282441 0.158637 3.797288 -0.019 -0.418 -0.322
O 0.779930 -0.458724 4.709023 -0.250 0.146 -0.301
O 0.032198 -0.329460 2.584532 0.485 0.179 1.033
H 3.985029 0.371389 3.148097 0.125 -0.057 -0.064
H 2.073683 3.110483 3.921448 -0.145 -0.032 0.082
H 1.953811 3.499877 2.183943 0.085 0.104 -0.066
H 0.130649 2.032294 4.902389 0.176 0.055 -0.011
H -1.211366 1.679990 3.774092 -0.029 0.044 0.117
O -3.696043 6.591589 0.198313 0.100 -0.125 0.014
C -3.083509 5.560306 0.241106 -0.142 0.210 0.013
S -1.451368 5.355751 -0.416739 -0.001 -0.036 -0.047
C -1.301180 3.649828 -0.043538 -0.343 0.101 0.291
C -2.332261 3.068730 0.596099 0.192 0.335 -0.036
S -2.382463 1.442422 1.203410 -0.264 -0.406 0.176
S -3.713430 4.075889 0.976541 0.025 -0.016 -0.060
S 0.204926 2.886768 -0.445771 0.659 0.080 -0.103
C 2.567517 -4.135229 -3.591968 -0.019 -0.005 -0.005
C 3.492671 -3.232721 -3.090148 -0.011 0.054 0.043
C 3.074570 -2.215325 -2.242623 0.085 0.017 -0.043
C 1.734344 -2.074149 -1.883153 -0.108 0.234 0.104
C 0.810589 -2.988412 -2.404300 0.059 0.027 0.037
C 1.227012 -4.007103 -3.247118 0.023 0.014 0.015
C 1.389888 -0.983630 -0.925763 -0.310 -0.492 -0.341
C 0.179126 -0.608862 -0.499598 0.297 -0.155 -0.128
C -1.161412 -1.044076 -0.972269 0.350 -0.160 0.066
C -1.947125 -1.879563 -0.182297 -0.072 -0.050 0.084
C -3.224945 -2.228926 -0.592032 -0.018 0.014 0.012
C -3.730774 -1.739262 -1.790640 -0.010 -0.015 0.002
C -2.949334 -0.904703 -2.578616 0.071 0.019 0.014
C -1.668496 -0.552948 -2.169272 -0.151 0.064 -0.117
H 2.887824 -4.937657 -4.245441 -0.014 0.032 0.014
H 4.540518 -3.323030 -3.352498 -0.057 0.016 0.016
H 3.801122 -1.509828 -1.850970 -0.027 -0.057 -0.003
H -0.234682 -2.910994 -2.145347 0.027 -0.044 -0.005
H 0.499705 -4.712435 -3.633087 0.033 0.052 0.022
H 2.262693 -0.477398 -0.528215 0.021 -0.044 0.106
H -1.550156 -2.245196 0.760497 -0.038 0.003 -0.063
H -3.832675 -2.874939 0.031116 0.035 0.025 -0.038
H -4.736115 -1.999427 -2.103215 0.086 0.005 0.011
H -3.337294 -0.522768 -3.515056 0.001 0.010 0.036
H -1.058463 0.115387 -2.767798 -0.043 -0.059 0.008
```
Forces are in eV/Å.

## Properties
- Molar mass: 611.33 g/mol
- ΔE to the lowest compared entry with this formula, charge and spin: 0.0 kJ/mol
- 2S+1: 1
- HOMO-LUMO gap: 7.4 eV
- HOMO level: -7.77 eV
- Energy: -83494.926 eV
- Charge: 0